90
Properties=species:S:1:pos:R:3:forces:R:3 method="wB97M-V/def2-TZVPD" gap_ev="6.152 / 6.556" spin_multiplicity=5 e_above_lowest_kj_mol=0.0 e_lumo_ev="0.65 / -0.60" energy_ha=-3559.2149
Mn 0.73221 1.48530 0.83356 -0.6 -1.8 -1.3
Si -4.58748 1.23984 -0.23611 0.6 0.0 0.3
Si -3.69857 -1.32283 2.27534 0.4 0.6 -0.1
Si -3.61554 2.30479 3.23797 0.4 -0.4 -0.5
Si -3.10649 0.80008 1.50191 -0.5 0.0 0.3
O 1.72459 -0.84583 -1.54333 0.3 -0.9 0.4
O 5.69907 -2.31781 -3.75444 1.0 -1.1 -0.8
C 0.20490 0.75398 2.74780 0.8 0.0 -0.3
C 7.04261 -3.86973 -4.50568 -0.4 0.6 0.3
C -0.42533 3.17166 0.28406 0.8 0.2 -0.9
C 6.86004 -1.69533 -5.81932 0.1 0.2 0.1
C 1.02436 1.94359 2.84979 1.6 -1.2 1.2
C 0.74451 1.90587 -1.29494 -1.1 1.5 0.3
C -6.36408 0.76616 0.20548 -0.2 0.1 -0.3
C 0.97109 -0.26549 2.04677 0.7 0.7 0.9
C -5.34784 -1.24947 3.22208 0.0 -0.4 0.0
C -0.56809 2.17225 -0.76061 1.5 1.0 -0.5
C -2.76849 3.97832 2.91821 -0.2 0.2 0.4
C -5.49496 2.57083 3.36914 0.0 0.2 0.3
C 2.26375 0.30065 1.72795 -1.0 0.1 1.0
C 0.97812 3.50194 0.40856 -0.9 0.9 -1.9
C -4.02506 0.25369 -1.75592 -0.3 0.1 -0.3
C 3.85057 -1.94234 -1.67326 -0.1 -0.1 0.2
C -4.47919 3.09627 -0.60007 -0.3 0.0 -0.4
C 1.51742 -2.27129 -1.42462 0.1 0.0 0.2
C 3.14165 -0.59933 -1.60259 0.1 0.6 -0.1
C -2.34767 -1.98892 3.44072 -0.2 -0.4 0.0
C -2.93772 1.60211 4.87107 -0.2 0.3 0.2
C 6.98863 -2.31695 -4.43992 0.6 -0.3 -0.5
C -3.84980 -2.47386 0.77083 0.0 -0.4 0.2
C 8.09036 -1.68237 -3.60308 -0.2 0.1 -0.1
C 5.67008 -3.78185 -3.81540 -0.2 0.0 0.1
C 2.74412 -2.91951 -2.08880 -0.4 0.6 -0.4
C 1.71314 2.69524 -0.55660 -1.3 0.4 0.0
C 2.29996 1.65626 2.22817 -0.4 -0.8 2.0
H -2.73345 -2.89695 3.92783 0.1 0.1 0.0
H -1.24811 3.65225 0.79325 0.1 -0.2 0.1
H -6.21794 -0.96756 2.61509 0.3 -0.1 0.0
H 0.74707 2.86279 3.36252 0.1 -0.3 -0.3
H -3.98849 -0.83101 -1.59659 -0.1 0.3 0.1
H 7.89314 -0.60795 -3.48976 0.1 -0.2 0.1
H -1.50397 1.76230 -1.11885 0.2 0.0 0.2
H 2.92523 -3.95687 -1.78510 -0.1 0.2 -0.1
H 6.09328 -2.22163 -6.39960 0.1 0.2 0.1
H 0.94861 1.27723 -2.14088 0.1 -0.3 0.2
H -5.96524 2.99243 2.46986 0.3 -0.1 0.1
H 0.65090 -1.28271 1.84416 0.0 0.3 -0.1
H -3.11565 4.48749 2.00836 0.0 -0.2 0.2
H 5.63884 -4.22928 -2.81169 -0.2 0.2 -0.2
H 4.26687 -2.23858 -0.70573 -0.1 0.1 0.0
H -2.99426 4.64944 3.76079 0.0 0.0 -0.1
H 9.05652 -1.79710 -4.11385 -0.2 0.0 0.1
H -5.36102 -0.60949 4.11555 0.3 -0.1 -0.3
H -1.67333 3.91406 2.85481 -0.3 -0.2 0.1
H -1.84538 1.69035 4.94018 -0.2 0.0 -0.1
H -6.51750 -0.30381 0.39676 0.2 0.2 -0.1
H 7.02350 -4.28280 -5.51744 0.1 0.0 0.2
H 3.32641 -0.00875 -2.51815 -0.1 -0.2 0.3
H 6.60191 -0.63448 -5.72347 -0.1 -0.2 -0.1
H 2.61200 -2.86222 -3.18512 0.1 -0.2 0.4
H -3.03011 0.55763 -2.10505 -0.2 0.0 0.1
H 4.83038 -4.14004 -4.43012 0.2 0.1 0.3
H -4.12256 -3.46926 1.14948 0.0 0.0 -0.2
H 1.48364 -2.59046 -0.35778 -0.1 0.3 -0.4
H 3.17870 2.29930 2.22895 -0.4 -0.1 -0.3
H -1.43860 -2.28109 2.89803 -0.2 0.1 0.0
H -5.24034 3.32407 -1.36020 0.1 0.1 0.1
H 7.83344 -4.30893 -3.89648 -0.1 -0.1 -0.2
H 1.39274 4.27024 1.05750 -0.1 -0.4 -0.1
H -5.63449 3.30414 4.17713 -0.1 -0.1 -0.1
H -4.72494 0.43537 -2.58447 0.1 -0.1 0.1
H 3.09090 -0.23375 1.27571 -0.2 0.2 -0.1
H -0.77350 0.61657 3.19477 0.2 0.1 -0.2
H -5.50567 -2.28298 3.56164 -0.2 0.1 0.1
H -2.89427 -2.58405 0.23875 -0.1 0.1 0.2
H -6.95797 1.02698 -0.68195 -0.1 -0.1 0.1
H 2.78322 2.72872 -0.74198 -0.3 -0.1 0.1
H 0.55098 -2.50775 -1.90393 0.4 0.1 0.2
H 4.64549 -1.86152 -2.40463 -0.1 -0.2 0.5
H -6.78850 1.31396 1.05602 0.2 0.0 -0.2
H -3.35949 2.22376 5.67443 0.1 -0.1 0.0
H -6.06826 1.67467 3.64236 0.3 0.1 -0.1
H -3.50529 3.37258 -1.02260 -0.1 -0.1 0.1
H -4.59985 -2.20356 0.01571 0.1 0.1 0.4
H -4.66448 3.76242 0.25354 0.0 -0.3 -0.1
H -2.03606 -1.30894 4.24465 -0.2 0.0 -0.3
H 3.51055 0.01637 -0.75315 -0.5 -0.3 -0.4
H 7.81110 -1.77012 -6.36211 -0.2 0.0 0.1
H -3.19412 0.55974 5.10463 -0.1 0.3 -0.3
H 8.16257 -2.15706 -2.61655 -0.1 0.2 -0.2